Record 1
Below is a single C13H13N3O5 molecule at a distorted geometry, with properties calculated with wB97M-V/def2-TZVPD.

The LUMO energy comes out at -0.010 hartree. For the energy above the lowest of the compared OMol25 structures with the same formula, charge and spin, the calculation gives 176.5 kJ/mol. Its charge is 0. The total energy comes out at -1043.581963 Eh. The orbital gap is 8.048 eV. The structure (SMILES) is CCC1=C([N+](=O)[O-])[C@H](c2ccc3c(c2)OCO3)NC(=O)N1. The value obtained for the HOMO energy is -0.305 Eh.

Last column: natural (NBO) charge in e.
Atoms and positions in Å:
C  -0.06796  -2.76412  2.15220  -0.593
H  0.33525  -1.86554  2.60946  0.230
H  -0.09712  -3.54761  2.90356  0.218
H  -1.08171  -2.56595  1.81142  0.202
C  0.82603  -3.20140  0.98709  -0.451
C  0.78005  -2.18234  -0.10522  0.322
C  1.50708  -1.03404  -0.17258  -0.063
N  2.50043  -0.66347  0.75362  0.525
O  2.64489  -1.31625  1.77434  -0.417
O  3.18279  0.31183  0.48083  -0.408
C  1.27845  -0.03721  -1.28978  -0.084
N  0.64613  -0.69765  -2.41417  -0.608
C  -0.17585  -1.76157  -2.32572  0.785
O  -0.88179  -2.16905  -3.21588  -0.616
N  -0.11008  -2.44202  -1.10322  -0.621
H  -0.65842  -3.29075  -1.06247  0.425
H  0.57429  -0.16470  -3.26792  0.420
C  0.44565  1.12022  -0.75850  -0.048
C  1.05021  2.33224  -0.46790  -0.198
C  0.32874  3.40386  0.05303  -0.251
C  -1.01422  3.21106  0.26370  0.223
C  -1.62815  1.98997  -0.02637  0.306
C  -0.92241  0.92941  -0.53361  -0.287
H  -1.41352  -0.00339  -0.75526  0.223
O  -2.95931  2.06625  0.27826  -0.489
C  -3.16994  3.37471  0.76632  0.236
O  -1.94803  4.08134  0.75283  -0.474
H  -3.55677  3.32568  1.79661  0.159
H  -3.90298  3.89284  0.12771  0.159
H  0.80121  4.34350  0.28200  0.231
H  2.11079  2.44328  -0.62758  0.228
H  2.24930  0.35214  -1.62040  0.245
H  1.84536  -3.30975  1.35677  0.264
H  0.48160  -4.16154  0.59681  0.205

Record 2
Below is 2 unconnected molecules or ions with the total composition C3H9N2O2 at a distorted geometry, with properties calculated with wB97M-V/def2-TZVPD.

The LUMO energy comes out at -0.117 hartree. For the energy above the lowest of the compared OMol25 structures with the same formula, charge and spin, the calculation gives 321.8 kJ/mol. Its charge is +1. The total energy comes out at -379.382234 Eh. The orbital gap is 10.930 eV. The value obtained for the HOMO energy is -0.519 Eh.

Last column: natural (NBO) charge in e.
Atoms and positions in Å:
C  0.18779  0.32342  1.50823  0.615
C  0.81796  -1.05141  -1.83940  -0.416
C  -0.37098  0.66656  -0.44661  0.254
N  0.24801  1.18404  2.50127  -0.787
N  -0.21479  -0.75069  -0.76497  -0.604
O  0.25563  -0.87878  1.69991  -0.613
O  -1.63761  1.08988  -0.37639  -0.687
H  0.71726  -0.70595  -2.85343  0.245
H  1.65895  -0.60868  -1.54534  0.215
H  0.97651  -2.05484  -2.02378  0.241
H  0.36423  1.34048  -0.97992  0.237
H  0.20248  2.20626  2.29486  0.421
H  0.31206  0.97445  3.46793  0.432
H  -1.18332  -1.15913  -1.13192  0.449
H  -0.05962  -1.26858  0.21833  0.478
H  -2.27456  0.69298  0.27123  0.520

- charge of number 2 (C3H9N2O2)?
  +1

- Which of these has the highest charge?
  C3H9N2O2

Copy entry 2 word for word.
Below is 2 unconnected molecules or ions with the total composition C3H9N2O2 at a distorted geometry, with properties calculated with wB97M-V/def2-TZVPD.

The LUMO energy comes out at -0.117 hartree. For the energy above the lowest of the compared OMol25 structures with the same formula, charge and spin, the calculation gives 321.8 kJ/mol. Its charge is +1. The total energy comes out at -379.382234 Eh. The orbital gap is 10.930 eV. The value obtained for the HOMO energy is -0.519 Eh.

Last column: natural (NBO) charge in e.
Atoms and positions in Å:
C  0.18779  0.32342  1.50823  0.615
C  0.81796  -1.05141  -1.83940  -0.416
C  -0.37098  0.66656  -0.44661  0.254
N  0.24801  1.18404  2.50127  -0.787
N  -0.21479  -0.75069  -0.76497  -0.604
O  0.25563  -0.87878  1.69991  -0.613
O  -1.63761  1.08988  -0.37639  -0.687
H  0.71726  -0.70595  -2.85343  0.245
H  1.65895  -0.60868  -1.54534  0.215
H  0.97651  -2.05484  -2.02378  0.241
H  0.36423  1.34048  -0.97992  0.237
H  0.20248  2.20626  2.29486  0.421
H  0.31206  0.97445  3.46793  0.432
H  -1.18332  -1.15913  -1.13192  0.449
H  -0.05962  -1.26858  0.21833  0.478
H  -2.27456  0.69298  0.27123  0.520